Entry 1:
90
Properties=species:S:1:pos:R:3:forces:R:3 method="wB97M-V/def2-TZVPD" total_charge=0 molar_mass_g_mol=518.74 total_energy_ha=-1697.08066 largest_force_ha_per_bohr=0.17111
C -3.718 -3.561 -2.642 0.3828 -1.0002 -0.8584
O -2.848 -2.941 -1.630 -1.5869 1.0059 -1.1274
C -3.192 -1.532 -1.383 -0.6972 0.9559 1.4360
C -2.537 -1.082 0.088 0.2815 0.3920 -0.6203
C -0.875 -1.157 0.082 -0.5018 0.5613 -1.0032
C -0.174 -0.323 1.312 0.0137 -0.3337 -0.3388
C 0.490 -1.286 2.486 -0.4225 1.0756 1.2846
C 2.127 -1.363 2.445 -0.5061 -0.1809 0.3978
C 2.919 -2.023 3.761 0.5920 0.8852 1.4875
C 4.401 -1.254 3.784 0.8510 0.1146 -0.7082
C 5.762 -2.168 3.792 0.5976 0.7846 -0.1146
C 7.098 -1.175 3.676 0.2854 0.5135 -0.3896
N 8.014 -1.588 2.509 -1.6169 -0.4870 0.9948
N 4.381 -0.424 2.490 -0.7983 0.3139 0.6344
C 2.934 0.082 2.441 -1.6074 3.0585 -0.8900
O 2.491 1.341 2.445 3.1339 -8.2208 0.1251
H -3.009 -4.114 -3.417 -1.4434 1.1272 1.5733
H -4.402 -4.408 -2.164 1.3135 1.9682 -0.8284
H -4.364 -2.806 -3.264 1.2000 -1.2597 1.4235
H -2.881 -0.795 -2.252 -0.3398 -1.8559 1.9705
H -4.372 -1.431 -1.272 2.2525 -0.2743 -0.1691
H -2.823 0.057 0.270 0.5271 -2.3298 -0.4576
H -3.017 -1.681 0.972 1.0252 1.0104 -1.7845
H -0.509 -2.267 -0.022 -0.6970 2.1019 0.4341
H -0.548 -0.616 -0.931 -0.7108 -1.1959 2.0725
H 0.671 0.345 0.825 -1.7741 -1.2631 1.2933
H -1.002 0.379 1.806 1.9587 -1.5281 -1.0810
H -0.047 -2.344 2.516 1.3973 2.1111 -0.2390
H 0.210 -0.758 3.519 0.6499 -1.2303 -2.1135
H 2.429 -1.994 1.481 -0.3882 1.6071 1.9419
H 3.056 -3.188 3.790 -0.4369 2.3227 -0.3195
H 2.485 -1.660 4.811 0.2025 -1.0397 -2.4704
H 4.590 -0.441 4.607 -0.9603 -1.7885 -1.1370
H 5.906 -2.771 4.787 -0.7379 0.9739 -1.9406
H 5.829 -2.894 2.853 -0.4145 1.4083 2.0049
H 7.740 -1.177 4.671 -1.4238 -0.1705 -2.0220
H 6.807 -0.048 3.458 0.3123 -2.4485 0.5699
H 7.492 -1.424 1.598 0.9210 -0.6123 1.6542
H 8.184 -2.624 2.639 -0.2711 1.6111 -0.6315
H 4.524 -1.159 1.750 -0.6072 1.2103 0.5798
C -0.365 -0.133 -5.033 0.0065 0.0457 0.5380
C -1.867 -0.213 -5.099 -0.7648 0.0289 1.1466
C -2.495 -0.346 -6.461 -0.4968 -0.0282 0.2047
O -2.554 -0.172 -4.080 0.8649 0.1563 -1.5839
H -0.053 -0.040 -3.987 -0.0925 -0.0310 -0.2256
H 0.074 -1.043 -5.449 0.0293 0.1648 -0.1506
H -0.016 0.745 -5.582 0.0476 -0.1837 -0.1325
H -2.151 -1.265 -6.941 0.1086 0.1738 -0.1057
H -2.241 0.522 -7.074 0.1225 -0.1771 -0.0769
H -3.585 -0.393 -6.354 0.2471 0.0180 -0.0046
C 10.004 -1.305 -1.430 -0.0191 -0.4674 0.2710
C 8.599 -0.930 -1.043 -0.8022 -0.8386 0.8689
C 8.052 0.363 -1.586 -0.4524 -0.0487 0.2547
O 7.923 -1.652 -0.312 0.7906 0.8128 -1.2095
H 10.265 -2.262 -0.966 -0.0829 0.2306 -0.0870
H 10.075 -1.412 -2.515 0.1030 0.1990 0.0472
H 10.703 -0.543 -1.076 -0.0340 0.0202 -0.2137
H 8.036 0.331 -2.678 0.1757 0.1344 0.0572
H 8.664 1.200 -1.239 0.0416 -0.0345 -0.2145
H 7.028 0.504 -1.224 0.2366 -0.0411 -0.0622
C -5.336 1.615 -3.064 -0.2986 -0.1594 -0.2842
C -5.856 2.989 -3.390 -1.2440 0.1304 -1.0146
C -5.188 4.161 -2.722 -0.2747 0.3593 -0.1937
O -6.792 3.149 -4.172 1.1769 -0.1714 0.9478
H -5.913 0.867 -3.619 0.1299 0.1802 0.1111
H -4.286 1.535 -3.359 -0.0110 -0.0605 0.2392
H -5.446 1.420 -1.995 0.2314 0.0267 -0.0192
H -4.132 4.195 -3.002 0.0246 -0.0919 0.1991
H -5.292 4.079 -1.637 0.1893 0.0001 -0.0343
H -5.668 5.089 -3.051 0.0773 -0.2209 0.0921
C -3.936 7.992 -0.484 -0.4700 0.1592 -0.1340
C -4.330 6.681 0.144 -1.5900 -0.4983 0.0805
C -3.229 5.826 0.713 -0.3021 -0.3740 0.1475
O -5.505 6.322 0.189 1.5234 0.4496 -0.0867
H -4.833 8.501 -0.852 0.1898 -0.1418 0.0945
H -3.452 8.629 0.260 0.1708 -0.0695 -0.1441
H -3.264 7.813 -1.327 0.1339 0.0880 0.1667
H -2.714 6.367 1.511 0.1504 -0.0152 -0.1802
H -2.526 5.551 -0.077 0.1202 0.1507 0.1321
H -3.661 4.911 1.132 0.0795 0.2175 -0.0970
C -3.214 -3.620 3.805 0.3938 0.2064 -0.2143
C -4.099 -2.402 3.803 0.5277 1.4631 -0.5859
C -5.487 -2.552 4.367 -0.1537 0.4742 -0.0768
O -3.704 -1.326 3.357 -0.5036 -1.3889 0.6076
H -2.243 -3.364 3.369 -0.2265 -0.0272 0.0862
H -3.057 -3.963 4.831 -0.1374 -0.1527 -0.0924
H -3.670 -4.412 3.205 -0.0149 -0.0643 0.2092
H -5.431 -2.847 5.418 -0.0724 -0.1870 -0.1138
H -6.044 -3.296 3.792 0.0474 -0.0988 0.2008
H -6.011 -1.593 4.300 0.1474 -0.2115 0.0014

Entry 2:
108
Properties=species:S:1:pos:R:3:forces:R:3 method="wB97M-V/def2-TZVPD" total_charge=0 molar_mass_g_mol=1187.47 total_energy_ha=-3286.44051 largest_force_ha_per_bohr=0.12631
Tl -22.258 -17.755 19.936 -1.5139 -0.5018 0.1671
Tl -27.040 -17.708 20.721 1.8161 -0.5078 -0.2567
C -25.687 -13.286 23.017 -1.0428 -2.3368 -1.4163
C -24.785 -12.400 23.490 1.4692 5.6007 2.9429
C -23.245 -12.754 23.276 2.2862 5.6943 1.9560
O -22.250 -11.939 23.537 -4.2552 -2.3796 -0.5589
C -22.891 -13.948 22.738 0.3711 -4.0176 -1.8306
C -23.781 -15.020 22.411 -1.3285 -0.1956 -0.5792
C -25.289 -14.554 22.494 0.1222 -2.3859 0.0010
O -26.115 -15.431 22.267 -0.2337 0.5365 -0.0523
O -23.528 -16.180 22.018 -0.2447 2.5759 1.0921
O -25.221 -11.305 24.054 2.2568 -3.6975 -1.9342
H -26.751 -13.122 23.093 -0.0365 0.1824 0.1013
H -21.883 -14.193 22.439 0.4491 0.6000 0.3189
C -29.594 -21.729 19.544 0.4068 0.4935 0.8329
C -29.494 -22.559 18.468 -2.1924 -4.4634 -2.3450
C -28.190 -22.767 17.610 -0.8896 -2.8077 -4.7764
O -28.099 -23.483 16.518 -1.3973 2.0758 4.4199
C -27.118 -21.933 17.838 0.9024 0.7086 -0.0637
C -27.161 -21.039 18.865 -0.6507 3.8750 2.5815
C -28.430 -21.128 19.925 3.5436 3.3795 2.5384
O -28.335 -20.445 20.978 0.0865 -1.3503 -2.0045
O -26.405 -20.025 18.976 -1.9518 -2.2932 0.1952
O -30.473 -23.325 18.328 1.4860 0.6663 -0.8994
H -30.471 -21.725 20.175 -0.1152 0.2253 -0.2068
H -26.328 -21.792 17.115 0.1820 -0.5547 -0.1197
O -24.828 -16.989 18.889 -0.7569 -0.0476 0.3475
H -25.338 -16.583 18.162 0.6206 0.9315 1.4850
O -24.551 -19.011 21.280 -0.0519 0.0993 0.1202
H -24.380 -19.383 22.167 -0.1591 0.3620 -0.3514
C -25.521 -21.943 22.214 -0.1804 -0.5321 0.5688
O -24.720 -21.881 21.025 -0.6806 -0.6788 0.9983
H -26.550 -22.264 22.051 -0.2043 -0.0873 -0.5163
H -25.126 -22.680 22.913 0.4093 -0.0569 -0.1814
H -25.660 -21.025 22.785 0.5208 0.4395 -0.4122
H -24.829 -20.984 20.703 0.2389 1.1834 -0.3481
C -23.998 -17.370 25.410 2.1339 0.7212 1.7111
O -24.839 -17.511 24.383 -2.2622 -0.7913 -1.7768
H -23.917 -16.307 25.637 0.4199 0.1693 0.5468
H -24.302 -17.904 26.310 -0.2880 -0.0523 -0.1481
H -23.021 -17.752 25.113 0.4897 0.0359 0.4538
H -24.428 -17.170 23.585 -0.1307 -0.0626 -0.7134
C -25.635 -24.748 19.409 -0.8353 0.1153 -0.8913
O -26.727 -24.304 20.261 1.5201 -0.5363 -0.6176
H -24.652 -24.926 19.846 -0.2622 0.0351 0.7620
H -25.930 -25.640 18.857 -0.2105 -0.0725 0.3160
H -25.477 -23.986 18.645 0.1122 0.1623 -0.1826
H -26.362 -23.464 20.547 -0.2231 0.3812 0.4944
C -28.954 -18.433 17.467 -2.3094 0.8406 0.2164
C -30.172 -18.224 18.505 0.2378 0.1887 -1.3897
O -29.807 -18.166 19.861 0.6294 -0.2700 0.2039
O -27.817 -17.669 17.785 -0.3822 -0.5605 0.3744
H -29.302 -18.060 16.504 -0.6114 0.1965 0.0104
H -28.838 -19.477 17.179 0.8027 -0.4089 0.9049
H -30.948 -18.978 18.369 0.2740 -0.6619 -0.2896
H -30.731 -17.317 18.279 0.4426 0.4536 -0.4143
H -30.509 -17.700 20.322 0.1707 0.0267 0.1705
H -27.585 -17.249 16.953 0.6684 0.1662 -0.0281
C -27.990 -19.452 24.181 0.1503 -0.9043 -0.8143
C -29.228 -18.622 24.106 -1.6090 1.7941 1.2908
O -29.603 -18.040 22.843 1.0678 -0.1734 0.0312
O -26.929 -18.746 23.544 -1.2190 -0.8479 -0.4207
H -28.172 -20.439 23.757 0.3937 -0.0611 -0.6667
H -27.765 -19.680 25.223 -0.0745 0.3761 0.2562
H -29.021 -17.874 24.871 0.2136 1.1663 -0.4569
H -30.170 -18.949 24.545 0.2553 -1.4657 0.0062
H -30.560 -18.014 22.777 0.1213 -0.1886 0.2391
H -26.185 -18.568 24.125 0.2875 0.2765 0.2056
C -19.192 -18.388 22.182 1.2767 -0.9887 -0.2178
C -20.074 -17.544 23.064 1.2794 -0.7607 0.1165
O -21.394 -17.886 22.842 -1.3628 0.3717 -0.5135
O -19.439 -18.228 20.791 -0.4000 0.2996 0.0455
H -19.287 -19.439 22.456 -0.5247 -0.1187 -0.0656
H -18.125 -18.246 22.354 0.1215 0.7189 0.3268
H -19.840 -16.497 22.869 -0.4883 0.2385 0.1015
H -19.814 -17.812 24.087 0.3576 0.3792 0.2010
H -21.779 -18.378 23.570 0.1254 -0.0068 -0.0708
H -18.618 -18.329 20.303 -0.0121 0.0310 0.0601
C -26.079 -18.377 14.260 1.3478 0.7122 0.9808
C -25.117 -18.366 15.443 1.1751 1.8018 0.1240
O -25.344 -17.213 16.325 -0.2789 -0.7335 -2.6812
O -27.202 -18.926 14.782 -3.6431 -1.3260 0.1959
H -25.686 -18.861 13.366 0.1415 -0.3767 0.0807
H -26.353 -17.366 13.955 0.3845 0.2630 0.1069
H -24.127 -18.312 14.989 0.5661 0.2909 0.4610
H -25.145 -19.251 16.080 -0.3015 -0.3057 -0.4148
H -25.403 -17.491 17.242 0.4874 -1.2922 0.1485
H -27.281 -19.869 14.625 0.1532 0.0137 -0.0793
C -23.165 -21.320 18.129 1.0088 2.1306 1.3449
C -21.842 -20.737 17.551 -2.0771 -2.0297 -1.8246
O -21.028 -20.176 18.494 0.9843 0.4859 0.7950
O -23.860 -20.146 18.666 0.7384 -1.6393 -1.1636
H -22.988 -21.959 18.994 0.4207 -0.2497 -0.0318
H -23.748 -21.925 17.434 -0.0276 0.3832 -0.4521
H -22.082 -20.027 16.759 -0.3457 0.3672 0.0904
H -21.398 -21.563 16.995 0.6142 -0.2530 0.1368
H -20.147 -20.541 18.383 0.0038 0.1300 0.2302
H -24.761 -20.274 18.361 -0.5398 0.8531 0.4558
C -20.628 -21.576 21.757 -0.6110 0.9265 0.8020
C -20.708 -21.440 23.291 -0.9340 -1.9607 -0.0230
O -21.958 -22.109 23.708 -0.0763 1.8401 0.1491
O -21.550 -20.631 21.202 0.3938 -0.8716 0.2077
H -20.926 -22.614 21.610 0.1024 -0.0715 -0.7012
H -19.672 -21.355 21.283 0.2144 -0.1884 0.3291
H -20.775 -20.387 23.565 -0.2617 -0.2966 0.1520
H -19.937 -21.950 23.867 0.5618 0.2665 -0.3100
H -22.012 -23.065 23.640 0.8174 0.0128 -0.2931
H -22.404 -21.070 21.191 -0.6474 0.1699 0.0026